Entry 1:
Here is C42H40ClCoN5S as an isolated structure from OMol25. Energies are from wB97M-V/def2-TZVPD.

```
90
Properties=species:S:1:pos:R:3:lowdin_charge:R:1
Co -0.50012 1.20667 -0.07865 0.511
C -2.57470 -2.26418 0.76734 -0.198
C -2.22837 -2.52856 -0.69572 -0.184
C -1.87396 -1.31906 -1.56404 -0.221
N -0.63443 -0.58861 -1.31674 0.044
C 0.43420 -0.98143 -1.96020 -0.233
C 0.53392 -2.24757 -2.61647 -0.047
C 1.57235 -2.86968 -3.28051 -0.123
C 2.85066 -2.43609 -3.60866 -0.156
C 3.34161 -1.15933 -3.35830 -0.131
C 2.75043 -0.07701 -2.74824 -0.052
C 1.49105 0.08195 -2.08784 -0.248
N 1.10416 1.20656 -1.58331 -0.003
C 1.78036 2.43960 -1.88386 -0.239
C 0.76867 3.57978 -1.75560 -0.175
C -0.58450 3.25192 -2.40197 -0.214
N -1.39438 2.45721 -1.50153 0.006
C -2.64420 2.22670 -1.71550 -0.226
C -3.30452 2.58256 -2.94262 -0.046
C -4.63563 2.67458 -3.26800 -0.142
C -5.77464 2.45294 -2.49346 -0.170
C -5.76515 1.97644 -1.18778 -0.136
C -4.73475 1.55293 -0.37109 -0.049
C -3.31711 1.50657 -0.56658 -0.245
N -2.49689 0.92055 0.26046 -0.019
C -3.01059 0.19095 1.40590 -0.208
C -3.61715 -1.17376 1.04588 -0.179
H -1.66872 -2.03755 1.32169 0.061
H -2.92917 -3.21021 1.18903 0.105
H -3.09390 -3.00000 -1.18079 0.107
H -1.41651 -3.26108 -0.72148 0.091
H -2.68716 -0.60165 -1.47798 0.087
H -1.88611 -1.64600 -2.61110 0.107
H -0.33930 -2.87379 -2.50776 0.072
H 1.34227 -3.88684 -3.59016 0.092
H 3.50773 -3.14179 -4.10262 0.073
H 4.36008 -0.97766 -3.69492 0.091
H 3.38509 0.79747 -2.68369 0.080
H 2.15718 2.42850 -2.91822 0.103
H 2.64764 2.61493 -1.23036 0.118
H 1.18727 4.48307 -2.21269 0.100
H 0.58486 3.79603 -0.70175 0.089
H -0.43193 2.73346 -3.36062 0.119
H -1.10986 4.19019 -2.63057 0.112
H -2.61831 2.83445 -3.74209 0.077
H -4.82485 2.98999 -4.29229 0.087
H -6.73799 2.65618 -2.94628 0.068
H -6.74775 1.88889 -0.72783 0.088
H -5.06172 1.18187 0.59052 0.077
H -3.74423 0.79588 1.95374 0.103
H -2.17554 0.02756 2.09027 0.110
H -4.30029 -1.05520 0.19768 0.101
H -4.23373 -1.48798 1.89431 0.102
S 2.91129 1.62014 3.28215 1.058
C 3.57870 0.29525 2.38407 -0.477
C 4.78178 -0.37053 2.58294 -0.111
C 5.09956 -1.41139 1.72836 -0.100
C 4.22101 -1.78595 0.71146 -0.073
C 3.02122 -1.12870 0.52752 -0.012
C 2.69095 -0.06483 1.36168 -0.284
N 1.53379 0.70801 1.29373 0.106
C 1.52277 1.61858 2.20565 -0.518
C 0.44923 2.60654 2.31763 -0.240
C 0.41961 3.51216 3.38150 -0.090
C -0.57286 4.47177 3.44690 -0.128
C -1.52684 4.51699 2.43270 -0.114
C -1.48685 3.60626 1.38737 -0.106
C -0.50578 2.60656 1.28434 -0.125
H 5.44543 -0.08841 3.39119 0.093
H 6.02079 -1.96268 1.87131 0.094
H 4.45633 -2.63594 0.08462 0.107
H 2.32804 -1.45983 -0.22739 0.098
H 1.17035 3.45885 4.16419 0.073
H -0.60816 5.17167 4.27383 0.082
H -2.30866 5.26997 2.46061 0.086
H -2.24711 3.67744 0.61679 0.084
Cl 4.45069 -6.31556 1.72920 0.495
C 3.27311 -5.03170 2.02728 -0.729
C 3.24052 -4.38161 3.26155 -0.180
C 2.33248 -3.37980 3.50411 -0.092
C 1.38355 -2.92984 2.51178 -0.367
C 0.51150 -1.88803 2.71411 -0.069
C 1.45289 -3.65933 1.26505 -0.096
C 2.36315 -4.66371 1.03782 -0.174
H 3.95162 -4.66460 4.03111 0.082
H 2.35025 -2.87315 4.46430 0.088
H 0.50747 -1.33869 3.65059 0.027
H -0.07710 -1.47402 1.90623 0.000
H 0.77681 -3.37363 0.46381 0.086
H 2.38708 -5.15963 0.07291 0.089
```

## Properties
- HOMO energy: 0.0029 hartree
- E_tot: -112637.03978 eV
- Net charge: -2
- 2S+1: 2
- <S²>: 0.84
- LUMO energy: 4.2490 eV
- Relative energy (zero: lowest compared OMol25 entry of this formula, charge and spin): 0.0 kcal/mol



Entry 2:
Here is C42H41BrCdO2P2 as an isolated structure from OMol25. Energies are from wB97M-V/def2-TZVPD.

```
89
Properties=species:S:1:pos:R:3:lowdin_charge:R:1
Cd 0.00086 0.69830 1.14586 1.254
C -1.53233 0.90987 -3.69498 -0.085
C -1.56827 -0.41744 -3.49943 -0.147
C -0.98692 -1.40769 -4.47038 -0.183
C 0.38991 -1.04211 -5.09788 -0.172
C 1.32361 -0.23956 -4.23407 -0.130
C 1.33307 1.08704 -4.12301 -0.107
C 0.43815 1.99104 -4.91433 -0.176
C -1.03671 1.53494 -4.96620 -0.182
C 1.69635 0.56252 2.66005 -0.333
H -1.95267 1.60982 -2.98326 0.082
H -2.20140 -0.85608 -2.72892 0.062
H -1.71227 -1.55393 -5.29590 0.123
H -0.88643 -2.39006 -3.97847 0.092
H 0.89769 -1.99782 -5.31374 0.113
H 0.22516 -0.53099 -6.06062 0.105
H 2.15182 -0.83863 -3.83497 0.095
H 2.16483 1.61149 -3.65636 0.061
H 0.82594 2.05072 -5.94844 0.122
H 0.47750 3.00885 -4.49652 0.109
H -1.65446 2.42802 -5.15814 0.115
H -1.17725 0.84296 -5.81053 0.100
H 1.35274 1.33961 3.36300 -0.052
H 2.76758 0.69290 2.44009 -0.038
H 1.50631 -0.43101 3.09903 -0.031
P -1.36936 -0.87053 -0.21620 0.968
P 2.24196 0.02845 -0.01782 0.900
C -0.00501 -1.32849 -1.29147 -0.324
C 1.29115 -0.83899 -1.26918 -0.325
C -2.34511 -2.32820 0.14091 -0.370
C -2.75676 -3.17191 -0.90263 -0.094
C -3.51263 -4.31002 -0.62414 -0.080
C -3.84430 -4.62514 0.69427 -0.074
C -3.42775 -3.79509 1.74312 -0.062
C -2.66941 -2.66078 1.47489 -0.057
C -2.49014 0.54992 -0.60922 -0.380
C -1.97199 1.87793 -0.64929 -0.171
C -2.83641 2.96870 -0.74539 -0.082
C -4.21802 2.76863 -0.77073 -0.073
C -4.73946 1.47213 -0.72459 -0.064
C -3.88655 0.37366 -0.61749 -0.074
C 3.66908 -0.99698 0.39994 -0.355
C 3.44825 -2.28211 0.93602 -0.083
C 4.53117 -3.11338 1.21418 -0.081
C 5.83326 -2.66647 0.97904 -0.087
C 6.05514 -1.39157 0.45870 -0.086
C 4.98401 -0.54769 0.18364 -0.080
C 2.75752 1.74570 -0.39327 -0.359
C 2.61448 2.78689 0.55634 -0.104
C 2.94557 4.09639 0.22198 -0.075
C 3.36179 4.40282 -1.07626 -0.081
C 3.53109 3.38395 -2.01404 -0.082
C 3.25571 2.06175 -1.66271 -0.130
H -0.18312 -2.19125 -1.95185 0.065
H 1.95236 -1.14871 -2.08203 0.035
H -2.48696 -2.92159 -1.92809 0.091
H -3.83408 -4.94969 -1.44761 0.106
H -4.43843 -5.51298 0.90453 0.105
H -3.69395 -4.04759 2.76909 0.111
H -2.30516 -2.02602 2.28098 0.085
H -0.88200 2.06287 -0.62998 0.081
H -2.42218 3.97919 -0.78822 0.114
H -4.88018 3.62952 -0.84174 0.106
H -5.81867 1.31755 -0.75350 0.109
H -4.29311 -0.63125 -0.51430 0.105
H 2.42376 -2.61492 1.12211 0.111
H 4.35718 -4.10744 1.61967 0.105
H 6.67348 -3.31910 1.19301 0.101
H 7.06785 -1.04530 0.27096 0.103
H 5.14463 0.45457 -0.20593 0.098
H 2.24252 2.55713 1.55572 0.056
H 2.86575 4.88442 0.97417 0.110
H 3.57406 5.43318 -1.34503 0.103
H 3.87273 3.61544 -3.02275 0.108
H 3.40052 1.24568 -2.36902 0.093
Br -1.04293 3.00632 5.19521 0.779
C -1.48519 1.38495 6.04938 -0.604
C -1.79766 1.44759 7.42683 -0.139
C -1.96885 0.27758 8.17606 -0.091
C -1.81657 -0.95605 7.52579 -0.090
C -1.56720 -1.00827 6.15323 -0.029
C -1.43699 0.15326 5.36442 -0.147
C -1.11223 0.00240 3.87691 -0.661
O -0.63938 -1.11059 3.53428 -0.093
O -1.31002 0.99891 3.07780 -0.257
H -1.89409 2.40648 7.92960 0.089
H -2.20528 0.33057 9.24465 0.103
H -1.89487 -1.87659 8.10421 0.098
H -1.45582 -1.97262 5.67093 0.109
```

## Properties
- HOMO energy (alpha / beta): -0.2100 / -0.2100 hartree
- E_tot: -141492.79040 eV
- Net charge: 0
- LUMO energy (alpha / beta): -0.3079 / -0.3084 eV
- Relative energy (zero: lowest compared OMol25 entry of this formula, charge and spin): 30.1 kcal/mol



Entry 3:
Here is C42H41BrCoN3OSi as an isolated structure from OMol25. Energies are from wB97M-V/def2-TZVPD.

```
90
Properties=species:S:1:pos:R:3:lowdin_charge:R:1
Co 0.69325 0.74755 0.03635 0.416
C -1.62680 -2.05210 -7.02891 -0.075
C -2.68361 -1.72955 -5.97225 -0.563
C -3.29338 -3.04918 -5.47857 -0.049
C -3.78319 -0.89010 -6.63724 -0.059
C -2.08624 -0.98448 -4.78177 -0.192
C -0.72008 -0.85652 -4.57902 -0.094
C -0.25103 -0.23825 -3.43734 -0.558
Br 1.62917 -0.00235 -3.24328 0.771
C -1.07602 0.25321 -2.40520 -0.427
O -0.57886 0.79074 -1.34478 -0.302
C -2.47856 0.16249 -2.63387 -0.085
C -2.91947 -0.44592 -3.80070 -0.002
C -3.52355 0.79193 -1.69577 -0.521
C -3.05413 0.99928 -0.24808 -0.055
C -4.78494 -0.08510 -1.62286 -0.065
C -3.90667 2.16330 -2.27245 -0.043
H -2.09790 -2.54447 -7.88203 0.078
H -0.86191 -2.72425 -6.63883 0.081
H -1.13357 -1.14761 -7.38870 0.088
H -3.75629 -3.59635 -6.30428 0.078
H -4.05396 -2.86374 -4.71929 0.079
H -2.52462 -3.68084 -5.03181 0.088
H -4.11323 -1.36320 -7.56553 0.076
H -3.41771 0.11093 -6.87112 0.089
H -4.65749 -0.78669 -5.99388 0.071
H -0.00142 -1.21746 -5.30054 0.087
H -3.98697 -0.51566 -3.95887 0.094
H -2.65466 0.07943 0.18229 0.064
H -3.91660 1.31406 0.34727 0.079
H -2.28432 1.76177 -0.17277 0.072
H -4.52973 -1.10723 -1.33802 0.092
H -5.33174 -0.12027 -2.56467 0.066
H -5.46592 0.32022 -0.87182 0.076
H -3.04875 2.83794 -2.24578 0.085
H -4.71317 2.61385 -1.68754 0.080
H -4.23824 2.07228 -3.30847 0.080
N 1.82668 8.38102 6.65663 0.141
C 1.76268 7.53141 5.88362 -0.189
C 1.68558 6.46656 4.91606 -0.238
C 0.46205 6.14918 4.33032 -0.019
C 0.39516 5.12591 3.40196 -0.010
C 1.53680 4.40222 3.05655 -0.165
C 2.75533 4.73305 3.64815 -0.016
C 2.83572 5.76075 4.57030 -0.020
C 1.44305 3.30450 2.05363 -0.042
C 1.84610 2.02423 2.44696 -0.238
C 2.37853 1.63591 3.70851 -0.040
C 2.73899 0.31162 3.60849 -0.067
C 2.38983 -0.08301 2.29783 -0.160
N 1.85069 0.91321 1.60344 -0.018
C 0.99935 3.65500 0.78076 -0.245
C 0.76071 4.95699 0.24052 -0.038
C 0.49978 4.78915 -1.09628 -0.072
C 0.57418 3.38920 -1.34055 -0.125
N 0.87609 2.72435 -0.24063 0.015
H -0.42698 6.69956 4.60511 0.118
H -0.55055 4.86907 2.94552 0.128
H 3.64679 4.19015 3.36403 0.127
H 3.78453 6.02154 5.01999 0.118
H 2.46591 2.26435 4.57900 0.100
H 3.16800 -0.31690 4.36992 0.089
H 2.52731 -1.05192 1.84867 0.067
H 0.81824 5.88859 0.77856 0.099
H 0.27352 5.55114 -1.82400 0.086
H 0.41956 2.86557 -2.27191 0.099
C -0.76836 -3.64281 4.34581 -0.118
C 0.52370 -3.69206 3.84175 -0.105
C 0.82667 -3.06817 2.64055 -0.121
C -0.13590 -2.37397 1.90392 -0.309
C -1.42944 -2.34948 2.43077 -0.122
C -1.74732 -2.96861 3.63143 -0.108
Si 0.20810 -1.53535 0.20930 0.708
C 1.37507 -2.80738 -0.60061 -0.335
C 2.76171 -2.65484 -0.60103 -0.139
C 3.60655 -3.62915 -1.11643 -0.104
C 3.07351 -4.78669 -1.66292 -0.114
C 1.69566 -4.95397 -1.69369 -0.104
C 0.86320 -3.97746 -1.16760 -0.109
H -1.01181 -4.13414 5.27984 0.089
H 1.29706 -4.22418 4.38375 0.093
H 1.83736 -3.15569 2.25690 0.090
H -2.21024 -1.83060 1.88442 0.082
H -2.76359 -2.93196 4.00593 0.092
H -1.09676 -1.84799 -0.46183 -0.004
H 3.19743 -1.73967 -0.21200 0.086
H 4.67941 -3.47985 -1.10063 0.094
H 3.72591 -5.54983 -2.06920 0.090
H 1.26932 -5.84947 -2.13052 0.092
H -0.21116 -4.11994 -1.19963 0.093
```

## Properties
- HOMO energy (alpha / beta): -0.1690 / -0.1653 hartree
- E_tot: -166287.25412 eV
- Net charge: -1
- 2S+1: 2
- <S²>: 0.77
- LUMO energy (alpha / beta): 1.4497 / 1.4514 eV
- Relative energy (zero: lowest compared OMol25 entry of this formula, charge and spin): 12.4 kcal/mol



Results for F_max: 1.23 3.24 0.65 (in eV Å⁻¹, following the order of the records).